Here is one molecule with the formula C4H4 at a distorted geometry from the OMol25 dataset. Energies are from the ωB97M-V functional and the def2-TZVPD basis.

CARTESIAN COORDINATES (ANGSTROEM)
C1 -0.978 -1.858 -0.563
C2 -0.263 -0.980 -0.143
C3 0.442 0.119 0.415
C4 0.430 1.424 0.019
H1 -1.622 -2.719 -0.918
H2 0.876 0.001 1.482
H3 1.000 2.156 0.700
H4 0.116 1.858 -0.993

Properties
HOMO: -0.3417 Eh

***

Here is one molecule with the formula C4H4 at a distorted geometry from the OMol25 dataset. Energies are from the ωB97M-V functional and the def2-TZVPD basis.

CARTESIAN COORDINATES (ANGSTROEM)
C1 1.437 -0.436 0.050
C2 0.238 -1.011 0.094
C3 -0.940 -0.650 -0.354
C4 -1.313 0.570 -0.002
H1 1.960 -0.304 -0.965
H2 1.973 -0.122 0.968
H3 -2.167 0.927 -0.682
H4 -1.189 1.026 0.891

Properties
HOMO: -0.3202 Eh

***

Here is a 16-piece molecular cluster, C4H40NO16 overall at a distorted geometry from the OMol25 dataset. Energies are from the ωB97M-V functional and the def2-TZVPD basis.

CARTESIAN COORDINATES (ANGSTROEM)
C1 0.539 -2.951 0.039
C2 -0.312 -1.917 0.753
C3 -0.812 -2.283 2.197
N1 0.305 -0.593 0.685
C4 0.121 0.200 -0.564
O1 1.085 1.156 -0.677
H1 1.224 -3.414 0.752
H2 -0.055 -3.769 -0.404
H3 1.087 -2.455 -0.806
H4 -1.309 -1.693 0.219
H5 -1.128 -1.367 2.779
H6 -1.588 -3.141 2.129
H7 -0.048 -2.654 2.818
H8 1.354 -0.678 0.883
H9 0.286 -0.513 -1.471
H10 -0.849 0.733 -0.630
H11 -2.213 2.172 -2.694
H12 -3.115 1.350 -1.948
O2 -2.598 1.382 -2.811
H13 -0.434 0.940 -3.367
H14 0.836 1.073 -2.346
O3 0.391 0.532 -3.179
H15 3.560 -0.363 0.063
H16 4.937 -0.882 0.695
O4 4.103 -0.342 0.857
H17 3.114 2.017 1.024
H18 1.756 1.439 0.453
O5 2.236 1.779 1.383
H19 -1.025 3.837 0.834
H20 -1.481 2.340 0.736
O6 -1.799 3.284 0.620
H21 -1.773 -1.183 -2.896
H22 -2.564 -1.608 -1.572
O7 -2.118 -1.981 -2.345
H23 1.294 2.986 1.829
H24 0.801 4.276 1.560
O8 0.563 3.534 2.147
H25 -3.253 -2.044 0.412
H26 -2.779 -0.741 0.855
O9 -3.234 -1.169 -0.059
H27 0.416 2.933 3.828
H28 1.278 1.837 4.327
O10 0.493 2.312 4.535
H29 -4.107 1.084 0.003
H30 -3.173 2.418 0.076
O11 -3.821 1.920 -0.396
H31 3.026 -0.666 2.233
H32 2.066 0.507 2.588
O12 2.340 -0.364 2.929
H33 2.444 -1.219 -2.171
H34 2.256 0.136 -1.317
O13 2.904 -0.626 -1.509
H35 -0.481 0.490 1.765
H36 -1.046 1.444 2.748
O14 -1.420 0.942 1.999
H37 -0.421 -3.259 -2.553
H38 -1.547 -4.061 -2.456
O15 -0.586 -4.237 -2.666
H39 0.901 -2.293 -3.619
H40 1.274 -0.860 -3.467
O16 1.601 -1.786 -3.482

Properties
HOMO: -0.2144 Eh
net charge: -1

***

Here is a 15-piece molecular cluster, C4H41N3O14 overall at a distorted geometry from the OMol25 dataset. Energies are from the ωB97M-V functional and the def2-TZVPD basis.

CARTESIAN COORDINATES (ANGSTROEM)
C1 1.468 -1.393 0.609
N1 2.766 -1.533 1.215
C2 1.096 0.117 0.363
C3 1.954 0.626 -0.799
N2 -0.331 0.257 0.137
C4 -0.836 1.599 0.390
N3 -2.230 1.510 0.852
H1 1.463 -1.850 -0.375
H2 0.624 -1.792 1.168
H3 3.538 -1.429 0.574
H4 2.880 -0.909 2.005
H5 1.346 0.584 1.307
H6 2.805 0.031 -1.127
H7 1.407 0.753 -1.731
H8 2.233 1.637 -0.544
H9 -0.692 -0.139 -0.719
H10 -0.880 2.306 -0.450
H11 -0.242 2.184 1.092
H12 -2.727 0.930 0.186
H13 -2.335 0.900 1.659
H14 4.669 1.925 0.773
H15 4.675 2.158 -0.705
O1 4.577 2.637 0.127
H16 -0.925 0.593 2.621
H17 -0.804 0.041 4.036
O2 -0.504 0.760 3.471
H18 -1.285 -3.345 0.552
H19 -1.656 -1.844 0.472
O3 -1.636 -2.671 -0.035
H20 2.171 4.676 0.774
H21 2.877 3.308 0.930
O4 2.042 3.734 0.674
H22 -2.789 -2.118 3.300
H23 -1.327 -2.402 3.862
O5 -1.854 -1.894 3.247
H24 1.597 3.498 -1.055
H25 0.953 4.093 -2.271
O6 1.462 3.318 -2.009
H26 -1.993 -4.041 -2.887
H27 -1.549 -3.127 -1.818
O7 -1.176 -3.760 -2.469
H28 -3.939 -0.129 -1.609
H29 -3.617 -1.619 -1.391
O8 -4.148 -0.902 -1.035
H30 0.453 -1.672 -1.814
H31 -0.202 -2.167 -3.198
O9 0.290 -1.474 -2.737
H32 -2.603 1.051 -2.625
H33 -3.895 1.551 -3.292
O10 -3.508 1.369 -2.435
H34 -0.207 1.641 -2.995
H35 -0.303 0.166 -3.191
O11 -0.846 0.981 -3.309
H36 -4.729 0.161 2.059
H37 -4.526 -1.018 1.072
O12 -4.622 -0.793 2.006
H38 2.670 -3.408 -1.879
H39 3.047 -3.363 -0.327
O13 3.359 -3.523 -1.222
H40 2.750 1.484 3.809
H41 1.396 0.940 3.447
O14 2.349 0.797 3.266

Properties
HOMO: -0.3181 Eh

***

Here is C4H4AlO5 as an isolated structure at a distorted geometry from the OMol25 dataset. Energies are from the ωB97M-V functional and the def2-TZVPD basis.

CARTESIAN COORDINATES (ANGSTROEM)
O1 -0.492 1.219 0.730
C1 0.699 0.642 0.450
C2 -1.623 0.717 0.143
O2 0.888 0.018 -0.625
O3 -1.644 -0.729 0.589
C3 -2.457 -1.418 -0.049
H1 -1.547 0.686 -0.948
H2 -2.494 1.246 0.544
H3 -2.657 -1.256 -1.117
H4 -2.936 -2.234 0.505
Al1 2.487 0.150 -0.191
O4 1.654 0.939 1.209
C4 4.508 0.046 -0.550
O5 5.615 -0.027 -0.689

Properties
HOMO: -0.9277 Eh
net charge: +3

***

Here is C4H4Br2 as an isolated structure at a distorted geometry from the OMol25 dataset. Energies are from the ωB97M-V functional and the def2-TZVPD basis.

CARTESIAN COORDINATES (ANGSTROEM)
C1 1.035 0.425 0.486
C2 -0.033 1.186 0.068
C3 0.324 -0.824 0.199
C4 -0.897 0.055 -0.302
Br1 1.351 -1.921 -1.202
Br2 -2.792 -0.160 0.454
H1 2.082 0.629 0.580
H2 -0.018 2.253 0.077
H3 0.259 -1.599 0.972
H4 -1.310 -0.043 -1.333

Properties
HOMO: -0.3672 Eh

***

Here is C4H4Br2FN as an isolated structure at a distorted geometry from the OMol25 dataset. Energies are from the ωB97M-V functional and the def2-TZVPD basis.

CARTESIAN COORDINATES (ANGSTROEM)
C1 -0.653 -0.466 -0.926
C2 0.342 0.661 1.163
C3 -1.963 -0.325 -0.757
C4 1.510 0.181 0.347
N1 0.253 0.341 -0.236
F1 -2.747 -1.062 -1.582
Br1 3.026 1.343 -0.058
Br2 2.184 -1.733 0.503
H1 -0.110 -1.058 -1.717
H2 0.026 -0.108 1.796
H3 0.374 1.795 1.465
H4 -2.241 0.433 0.002

Properties
HOMO: -0.3257 Eh

***

Here is one molecule with the formula C4H4BrClO2 at a distorted geometry from the OMol25 dataset. Energies are from the ωB97M-V functional and the def2-TZVPD basis.

CARTESIAN COORDINATES (ANGSTROEM)
C1 -1.505 -0.267 0.789
C2 -0.542 -0.074 -0.387
O1 -0.961 -0.473 -1.640
O2 -0.004 1.280 -0.404
C3 0.874 0.252 -0.136
C4 2.116 0.088 0.135
Cl1 3.294 1.396 0.477
Br1 2.889 -1.630 0.091
H1 -1.904 0.797 0.857
H2 -0.970 -0.454 1.633
H3 -2.166 -1.233 0.677
H4 -1.121 0.316 -2.092

Properties
HOMO: -0.3420 Eh

***

Here is a 2-piece molecular cluster, C4H4BrF6N overall at a distorted geometry from the OMol25 dataset. Energies are from the ωB97M-V functional and the def2-TZVPD basis.

CARTESIAN COORDINATES (ANGSTROEM)
F1 0.594 -0.363 2.023
C1 1.320 -0.378 0.863
F2 2.571 -0.618 1.318
F3 1.314 0.856 0.362
N1 0.911 -1.285 0.010
C2 1.094 -1.254 -1.344
F4 1.204 -2.404 -1.935
F5 0.020 -0.603 -1.940
F6 2.221 -0.558 -1.630
H1 0.459 -2.096 0.508
C3 -1.924 1.400 -0.451
C4 -1.845 1.635 0.821
Br1 -2.381 0.231 2.089
H2 -1.695 2.306 -1.029
H3 -2.105 0.588 -1.101
H4 -1.756 2.543 1.436

Properties
HOMO: -0.3558 Eh

***

Here is C4H4BrIS as an isolated structure at a distorted geometry from the OMol25 dataset. Energies are from the ωB97M-V functional and the def2-TZVPD basis.

CARTESIAN COORDINATES (ANGSTROEM)
C1 -0.365 1.054 -1.681
C2 -1.042 -0.441 1.363
C3 0.706 1.007 -0.980
C4 1.091 -0.319 -0.205
S1 0.623 0.004 1.522
Br1 -1.989 -0.006 2.946
I1 -1.929 0.137 -2.485
H1 1.550 1.692 -0.816
H2 -1.249 -1.495 0.863
H3 0.422 -1.124 -0.492
H4 2.181 -0.510 -0.035

Properties
HOMO (alpha / beta): -0.2787 / -0.3360 Eh
2S+1: 3
⟨S²⟩: 2.02

***

Here is one molecule with the formula C4H4BrN at a distorted geometry from the OMol25 dataset. Energies are from the ωB97M-V functional and the def2-TZVPD basis.

CARTESIAN COORDINATES (ANGSTROEM)
C1 -1.779 0.724 -0.416
C2 -0.589 0.306 -0.734
C3 0.277 -0.312 0.312
Br1 -0.954 -1.481 1.296
C4 1.562 -0.549 0.423
N1 2.727 -0.723 0.579
H1 -2.278 0.949 -1.345
H2 -2.099 1.057 0.584
H3 -0.359 0.213 -1.775
H4 3.493 -0.184 1.076

Properties
HOMO: -0.3050 Eh

***

Here is one molecule with the formula C4H4BrNOS at a distorted geometry from the OMol25 dataset. Energies are from the ωB97M-V functional and the def2-TZVPD basis.

CARTESIAN COORDINATES (ANGSTROEM)
C1 1.639 -0.700 0.004
C2 0.361 0.088 0.017
C3 0.170 1.399 0.055
S1 -1.533 1.967 0.066
N1 -1.916 0.300 -0.028
Br1 -3.636 -0.417 0.009
C4 -0.870 -0.611 -0.012
O1 -1.121 -1.792 -0.026
H1 2.478 -0.099 -0.301
H2 1.746 -1.561 -0.627
H3 1.898 -0.808 1.033
H4 0.784 2.233 -0.190

Properties
HOMO: -0.3209 Eh